1.
Entry from the OMol25 dataset: 11 unconnected molecules or ions with the total composition C44H117N7O13 (the ωB97M-V functional and the def2-TZVPD basis).

## Properties
- HOMO (eV) = -8.54
- LUMO (eV) = 0.7
- ΔE to the lowest compared entry with this formula, charge and spin (eV) = 1.554
- HOMO-LUMO gap (Eh) = 0.3396
- M (g mol⁻¹) = 952.456
- E (Ha) = -3107.7413

Atoms and positions in Å:
C: 5.53 6.74 8.87
O: 4.68 5.68 8.51
C: 5.11 5.02 7.34
C: 3.99 4.11 6.90
N: 2.97 4.84 6.12
C: 1.99 3.94 5.52
C: 1.31 4.63 4.36
O: 0.35 3.73 3.82
C: -0.38 4.28 2.75
H: 5.19 7.13 9.83
H: 5.49 7.55 8.14
H: 6.57 6.40 8.99
H: 6.01 4.41 7.55
H: 5.35 5.77 6.58
H: 3.56 3.62 7.79
H: 4.38 3.24 6.37
H: 2.50 5.39 6.82
H: 1.21 3.68 6.25
H: 2.45 3.02 5.17
H: 2.04 4.86 3.57
H: 0.80 5.57 4.65
H: -1.05 5.09 3.07
H: -0.95 3.45 2.34
H: 0.27 4.66 1.94
C: 2.69 0.56 -1.40
O: 2.44 1.20 -2.61
C: 2.77 0.45 -3.75
C: 2.62 1.36 -4.95
N: 3.59 2.46 -5.02
C: 4.98 2.02 -5.30
C: 5.86 3.20 -5.65
O: 6.07 3.95 -4.51
C: 7.06 4.96 -4.69
H: 2.46 1.24 -0.58
H: 3.75 0.32 -1.27
H: 2.06 -0.32 -1.27
H: 2.14 -0.44 -3.88
H: 3.82 0.11 -3.70
H: 1.65 1.87 -4.86
H: 2.64 0.81 -5.89
H: 3.61 2.92 -4.11
H: 4.93 1.31 -6.12
H: 5.44 1.56 -4.41
H: 5.45 3.79 -6.49
H: 6.80 2.79 -6.08
H: 8.04 4.51 -4.89
H: 7.10 5.53 -3.76
H: 6.82 5.63 -5.52
C: -5.12 -6.47 -2.81
C: -4.16 -5.38 -3.24
C: -2.96 -5.32 -2.32
O: -3.35 -4.95 -1.01
C: -2.27 -4.73 -0.17
N: -3.70 -5.63 -4.60
H: -5.96 -6.52 -3.51
H: -5.52 -6.26 -1.82
H: -4.62 -7.44 -2.79
H: -4.66 -4.41 -3.26
H: -2.23 -4.59 -2.71
H: -2.47 -6.30 -2.29
H: -2.66 -4.67 0.84
H: -1.75 -3.79 -0.39
H: -1.54 -5.55 -0.21
H: -3.03 -6.40 -4.66
H: -3.25 -4.80 -4.98
C: 1.58 -2.33 2.74
C: 0.92 -3.64 2.40
C: 0.07 -4.14 3.57
O: -0.64 -5.30 3.14
C: -1.62 -5.71 4.05
N: 0.10 -3.48 1.16
H: 2.32 -2.47 3.54
H: 0.87 -1.56 3.06
H: 2.09 -1.86 1.90
H: 1.69 -4.39 2.20
H: -0.66 -3.37 3.85
H: 0.72 -4.37 4.42
H: -2.19 -6.52 3.62
H: -2.34 -4.90 4.26
H: -1.17 -6.00 5.01
H: -0.57 -2.73 1.35
H: -0.47 -4.33 1.12
C: -0.27 -1.72 -5.94
C: -1.30 -2.53 -5.15
C: -2.00 -1.65 -4.12
O: -1.15 -1.08 -3.18
C: -0.58 -2.01 -2.29
N: -2.32 -3.19 -5.98
H: -0.73 -0.81 -6.34
H: 0.11 -2.33 -6.76
H: 0.58 -1.40 -5.34
H: -0.75 -3.29 -4.57
H: -2.85 -2.18 -3.66
H: -2.49 -0.83 -4.67
H: -1.28 -2.82 -2.05
H: -0.35 -1.49 -1.36
H: 0.36 -2.43 -2.66
H: -1.88 -3.51 -6.84
H: -2.99 -2.50 -6.31
C: -4.90 -1.62 -1.51
C: -5.82 -2.19 -0.43
C: -7.12 -1.47 -0.33
O: -6.90 -0.09 -0.13
C: -8.12 0.58 0.06
N: -6.13 -3.62 -0.62
H: -4.05 -2.29 -1.70
H: -4.46 -0.67 -1.18
H: -5.41 -1.42 -2.46
H: -5.31 -2.12 0.54
H: -7.65 -1.91 0.53
H: -7.71 -1.62 -1.25
H: -8.70 0.57 -0.87
H: -7.91 1.62 0.32
H: -8.72 0.13 0.85
H: -6.74 -3.70 -1.43
H: -5.25 -4.07 -0.87
C: 5.52 3.95 1.35
C: 4.65 3.78 2.60
C: 4.58 2.34 3.05
O: 3.94 1.51 2.10
C: 2.57 1.40 2.34
N: 5.13 4.61 3.70
H: 5.18 3.24 0.60
H: 6.56 3.72 1.58
H: 5.41 4.97 0.97
H: 3.65 4.12 2.26
H: 4.09 2.25 4.03
H: 5.60 1.98 3.22
H: 2.04 2.32 2.10
H: 2.35 1.09 3.37
H: 2.12 0.59 1.75
H: 5.17 5.59 3.42
H: 4.45 4.61 4.47
C: -1.34 -0.27 -0.86
C: -0.84 -0.29 0.57
C: -0.71 1.12 1.15
O: -1.77 -1.04 1.40
H: -1.36 -1.28 -1.27
H: -0.76 0.36 -1.53
H: -2.36 0.12 -0.86
H: 0.13 -0.78 0.66
H: 0.14 1.66 0.71
H: -0.52 1.02 2.22
H: -1.60 1.73 1.01
H: -2.55 -0.48 1.56
C: 1.61 -3.94 -2.79
C: 2.35 -4.10 -1.48
C: 3.83 -4.35 -1.69
O: 2.22 -2.91 -0.70
H: 1.77 -4.80 -3.45
H: 2.00 -3.06 -3.32
H: 0.54 -3.78 -2.66
H: 1.93 -4.92 -0.89
H: 4.02 -5.18 -2.38
H: 4.28 -4.68 -0.75
H: 4.33 -3.43 -1.99
H: 1.54 -3.08 0.00
C: -5.09 -0.93 3.53
C: -4.87 0.35 2.76
C: -3.84 1.23 3.43
O: -4.36 0.03 1.45
H: -4.19 -1.55 3.50
H: -5.93 -1.50 3.13
H: -5.27 -0.73 4.59
H: -5.78 0.95 2.67
H: -3.60 2.08 2.79
H: -2.92 0.71 3.70
H: -4.25 1.64 4.36
H: -5.11 -0.15 0.86
C: -0.76 3.04 -3.18
C: -2.07 3.31 -2.47
C: -1.85 4.13 -1.21
O: -3.00 3.97 -3.34
H: -0.02 2.55 -2.53
H: -0.28 3.93 -3.59
H: -0.94 2.33 -4.00
H: -2.54 2.36 -2.19
H: -1.39 5.11 -1.37
H: -1.23 3.62 -0.47
H: -2.81 4.33 -0.70
H: -2.61 4.82 -3.58

Results of the Mulliken charge analysis, in e, for atoms 1 through 5: atom 1 (C): -0.741, atom 2 (O): -0.316, atom 3 (C): -0.684, atom 4 (C): -0.705, atom 5 (N): -0.356

***

2.
Entry from the OMol25 dataset: 11 unconnected molecules or ions with the total composition C44H119N13O14 (the ωB97M-V functional and the def2-TZVPD basis).

## Properties
- HOMO (spin up / spin down) (eV) = -10.29 / -10.29
- LUMO (spin up / spin down) (eV) = -2.0 / -6.8
- ΔE to the lowest compared entry with this formula, charge and spin (eV) = 0.822
- 2S+1 = 2
- charge = +1
- HOMO-LUMO gap (spin up / spin down) (Eh) = 0.3032 / 0.1281
- M (g mol⁻¹) = 1054.513
- E (Ha) = -3512.3877

Atoms and positions in Å:
C: 7.12 -0.32 -1.82
O: 8.10 -1.06 -1.61
N: 5.97 -0.65 -2.23
N: 7.15 0.92 -1.55
H: 5.19 -0.01 -2.20
H: 5.89 -1.51 -2.77
H: 7.92 1.34 -1.05
H: 6.30 1.41 -1.79
C: -3.33 5.08 1.52
O: -2.98 5.33 2.60
N: -3.23 3.90 0.99
N: -3.99 5.92 0.76
H: -3.48 3.78 0.02
H: -2.85 3.11 1.49
H: -4.44 5.55 -0.07
H: -4.12 6.88 1.04
C: 0.16 4.99 -0.82
O: -0.43 4.04 -1.76
C: -0.59 4.60 -3.09
C: -0.93 3.47 -4.05
N: -1.99 2.54 -3.63
C: -2.10 1.41 -4.60
C: -3.21 0.35 -4.14
O: -4.36 1.22 -4.01
C: -5.49 0.53 -3.66
H: 0.14 4.38 0.09
H: -0.51 5.83 -0.67
H: 1.18 5.25 -1.11
H: 0.39 4.97 -3.40
H: -1.33 5.39 -3.09
H: 0.00 2.93 -4.25
H: -1.25 3.94 -4.98
H: -1.67 2.16 -2.75
H: -1.16 0.87 -4.69
H: -2.32 1.90 -5.54
H: -2.91 -0.24 -3.27
H: -3.41 -0.36 -4.94
H: -5.67 -0.17 -4.47
H: -6.29 1.24 -3.42
H: -5.21 0.00 -2.75
C: -1.34 1.44 2.95
O: -1.92 1.32 1.64
C: -1.50 0.15 0.99
C: -1.89 0.22 -0.52
N: -1.20 1.26 -1.32
C: 0.26 1.01 -1.43
C: 0.69 -0.32 -2.09
O: 2.03 -0.32 -2.53
C: 2.51 -1.58 -2.85
H: -1.50 2.46 3.31
H: -0.26 1.34 2.98
H: -1.74 0.76 3.70
H: -2.06 -0.70 1.38
H: -0.44 -0.06 1.13
H: -2.97 0.41 -0.53
H: -1.86 -0.74 -1.02
H: -1.32 2.18 -0.93
H: 0.65 1.20 -0.43
H: 0.60 1.80 -2.10
H: 0.09 -0.46 -2.99
H: 0.55 -1.17 -1.41
H: 2.01 -1.81 -3.78
H: 2.28 -2.39 -2.15
H: 3.55 -1.55 -3.19
C: -2.28 -8.27 4.72
O: -1.55 -7.14 4.17
C: -2.35 -5.93 4.38
C: -1.63 -4.68 3.90
N: -0.59 -4.32 4.85
C: 0.35 -3.35 4.33
C: -0.24 -1.92 4.22
O: 0.63 -1.12 3.45
C: 1.60 -0.51 4.23
H: -2.28 -8.38 5.80
H: -1.81 -9.17 4.33
H: -3.34 -8.32 4.46
H: -2.58 -5.79 5.43
H: -3.35 -5.94 3.94
H: -2.27 -3.81 3.97
H: -1.31 -4.84 2.87
H: -0.08 -5.19 4.94
H: 0.75 -3.80 3.43
H: 1.26 -3.28 4.93
H: -0.39 -1.55 5.24
H: -1.20 -1.76 3.73
H: 1.95 0.25 3.54
H: 2.43 -1.11 4.60
H: 1.16 -0.04 5.11
C: 3.53 1.42 0.02
C: 3.40 2.47 -1.07
C: 4.27 3.71 -0.84
O: 4.30 4.44 -2.09
C: 4.81 5.79 -1.96
N: 4.03 1.88 -2.21
H: 4.59 1.18 0.11
H: 2.96 0.54 -0.26
H: 3.15 1.82 0.96
H: 2.39 2.89 -1.08
H: 5.29 3.42 -0.58
H: 3.85 4.41 -0.12
H: 5.89 5.83 -1.78
H: 4.46 6.31 -1.07
H: 4.57 6.42 -2.81
H: 3.29 1.30 -2.59
H: 4.14 2.56 -2.95
C: -2.87 -3.23 -3.07
C: -1.36 -3.18 -2.93
C: -0.89 -3.80 -1.53
O: -1.32 -2.91 -0.53
C: -1.01 -3.41 0.74
N: -0.81 -3.92 -4.03
H: -3.15 -2.86 -4.05
H: -3.35 -2.58 -2.34
H: -3.23 -4.25 -2.94
H: -1.16 -2.12 -3.09
H: 0.18 -4.02 -1.50
H: -1.31 -4.79 -1.36
H: -1.70 -3.04 1.50
H: -0.12 -2.89 1.10
H: -1.02 -4.50 0.85
H: -1.01 -4.90 -3.93
H: -1.37 -3.81 -4.87
C: 1.18 -7.32 -0.54
C: 2.58 -7.28 -1.13
C: 2.84 -6.02 -2.03
O: 2.01 -5.99 -3.18
C: 2.60 -5.26 -4.27
N: 3.54 -7.27 0.02
H: 0.46 -7.28 -1.35
H: 0.96 -6.42 0.03
H: 1.04 -8.23 0.05
H: 2.73 -8.19 -1.71
H: 3.89 -6.12 -2.31
H: 2.56 -5.09 -1.53
H: 2.81 -4.28 -3.83
H: 1.84 -5.08 -5.03
H: 3.42 -5.71 -4.83
H: 3.60 -6.31 0.33
H: 3.18 -7.73 0.84
C: 0.54 6.39 5.83
C: -0.07 6.32 4.41
C: 0.05 4.94 3.71
O: 1.39 4.63 3.45
C: 1.70 3.26 3.61
N: -1.42 6.68 4.74
H: -0.02 5.70 6.48
H: 0.38 7.36 6.30
H: 1.59 6.15 5.98
H: 0.35 7.16 3.87
H: -0.35 4.93 2.70
H: -0.37 4.15 4.32
H: 1.14 2.74 4.39
H: 2.71 3.14 4.00
H: 1.74 2.78 2.64
H: -1.64 6.10 5.54
H: -2.04 6.33 4.02
C: 1.24 0.02 -6.32
C: 0.46 -1.24 -6.77
C: 1.33 -2.51 -6.76
O: 0.72 -3.60 -7.40
C: 0.91 -3.59 -8.80
N: -0.79 -1.35 -5.96
H: 1.43 0.03 -5.25
H: 0.64 0.90 -6.56
H: 2.20 0.06 -6.84
H: 0.30 -1.07 -7.83
H: 1.59 -2.82 -5.75
H: 2.30 -2.25 -7.19
H: 0.33 -4.45 -9.13
H: 1.95 -3.57 -9.14
H: 0.50 -2.75 -9.36
H: -1.23 -2.15 -6.39
H: -0.33 -1.72 -5.14
C: -3.48 1.14 6.33
C: -3.71 2.41 7.00
C: -2.86 3.52 6.45
O: -3.10 4.73 7.11
C: -2.69 4.79 8.49
N: -5.17 2.61 6.77
H: -2.53 0.70 6.61
H: -3.54 1.24 5.24
H: -4.23 0.39 6.59
H: -3.79 2.30 8.08
H: -3.00 3.57 5.37
H: -1.80 3.29 6.60
H: -1.66 4.43 8.59
H: -3.42 4.26 9.09
H: -2.72 5.82 8.85
H: -5.24 3.62 6.73
H: -5.28 2.45 5.77

Results of the Mulliken charge analysis, in e, for atoms 1 through 5: atom 1 (C): 0.599, atom 2 (O): -0.738, atom 3 (N): -0.179, atom 4 (N): -0.284, atom 5 (H): 0.190